{
  "formula": "C18H46N2O12",
  "method": "wB97M-V/def2-TZVPD",
  "elements": ["C", "N", "O", "O", "H", "H", "H", "C", "N", "O", "O", "H", "H", "H", "C", "O", "C", "C", "O", "C", "H", "H", "H", "H", "H", "H", "H", "H", "H", "H", "C", "O", "C", "C", "O", "C", "H", "H", "H", "H", "H", "H", "H", "H", "H", "H", "C", "O", "C", "C", "O", "C", "H", "H", "H", "H", "H", "H", "H", "H", "H", "H", "C", "O", "C", "C", "O", "C", "H", "H", "H", "H", "H", "H", "H", "H", "H", "H"],
  "positions_angstrom": [[-2.56, 2.54, -2.95], [-1.62, 2.09, -4.03], [-0.76, 2.93, -4.59], [-1.53, 0.91, -4.38], [-2.04, 3.26, -2.32], [-2.93, 1.63, -2.48], [-3.42, 3.11, -3.30], [5.97, -1.89, -0.90], [4.81, -0.97, -0.61], [4.91, 0.24, -0.44], [3.73, -1.46, -0.59], [5.94, -2.17, -1.95], [5.50, -2.71, -0.36], [6.92, -1.55, -0.49], [2.76, -3.90, 1.76], [2.49, -2.71, 2.50], [3.57, -1.74, 2.46], [3.34, -0.41, 3.25], [2.34, 0.29, 2.45], [2.05, 1.58, 3.02], [3.39, -3.68, 0.90], [1.79, -4.31, 1.51], [3.36, -4.53, 2.43], [3.76, -1.57, 1.40], [4.51, -2.22, 2.73], [4.26, 0.15, 3.40], [3.01, -0.66, 4.26], [1.53, 1.46, 3.97], [1.42, 2.07, 2.27], [2.96, 2.17, 3.04], [-4.14, 3.63, -1.12], [-3.84, 3.66, 0.30], [-3.26, 2.48, 0.68], [-4.26, 1.31, 1.03], [-4.95, 0.77, -0.11], [-4.21, -0.07, -0.98], [-4.96, 3.03, -1.54], [-3.23, 3.49, -1.70], [-4.37, 4.64, -1.47], [-2.59, 2.67, 1.51], [-2.60, 2.03, -0.05], [-5.15, 1.67, 1.54], [-3.68, 0.58, 1.60], [-4.83, -0.15, -1.87], [-4.00, -1.06, -0.57], [-3.26, 0.43, -1.21], [-1.16, 1.88, -1.07], [-0.86, 0.97, -2.04], [0.43, 1.27, -2.49], [1.32, 0.26, -1.74], [1.41, 0.36, -0.33], [2.21, -0.65, 0.34], [-0.60, 2.01, -0.14], [-2.22, 1.75, -0.82], [-1.27, 2.86, -1.52], [0.85, 2.26, -2.64], [0.30, 0.97, -3.53], [2.33, 0.41, -2.13], [0.98, -0.70, -2.12], [3.17, -0.57, -0.16], [1.86, -1.67, 0.15], [2.25, -0.52, 1.42], [-2.13, -2.23, -1.12], [-2.59, -1.14, -0.34], [-1.53, -0.38, 0.25], [-1.03, -0.90, 1.56], [-1.04, -2.39, 1.64], [0.23, -2.93, 2.07], [-1.16, -2.23, -1.60], [-2.93, -2.49, -1.81], [-2.11, -3.10, -0.47], [-1.83, 0.66, 0.32], [-0.70, -0.16, -0.42], [-1.74, -0.54, 2.30], [-0.01, -0.59, 1.81], [-0.08, -3.95, 2.31], [0.53, -2.46, 3.00], [0.97, -3.11, 1.29]],
  "orbital_gap_ha": 0.251,
  "fmax_ev_per_a": 11.9,
  "total_energy_ev": -46931.9189,
  "relative_energy_ev": 19.204,
  "total_charge": 0
}